(1)
Density functional theory data (ωB97M-V with the def2-TZVPD basis set) for a molecular structure, C27H44IrP.

The spin multiplicity is 6. The frontier orbital gap (alpha / beta) is 0.2397 / 0.2180 hartree. As for the charge: +1.

Geometry as XYZ:
```
73
Properties=species:S:1:pos:R:3:lowdin_charge:R:1
C 1.26576 -1.72831 0.41465 -0.463
C 1.79493 -1.04699 -0.76777 -0.208
C 0.94469 -1.31598 -1.86672 -0.187
C -0.13166 -2.12186 -1.44387 -0.235
C 0.00892 -2.38296 -0.02443 -0.394
Ir -0.27792 -0.47500 0.81834 1.180
C -3.06864 1.27682 -0.93889 -0.324
C -2.66995 1.02023 0.32404 -0.160
H -2.70611 1.78948 1.09722 0.086
C -2.26627 -0.33860 0.77717 -0.335
H -2.64231 -1.13363 0.11333 0.058
H -2.57552 -0.54837 1.80840 0.049
C -3.67119 2.60444 -1.30066 -0.050
H -3.09204 3.44565 -0.89198 0.086
H -3.69670 2.69401 -2.39273 0.075
H -4.70402 2.71018 -0.92535 0.098
C -2.99386 0.24655 -2.02861 -0.048
H -2.01335 -0.24648 -2.08065 0.058
H -3.72970 -0.56621 -1.91093 0.101
H -3.16696 0.71963 -3.00354 0.083
C 3.11732 -0.40069 -0.78418 -0.018
H 3.47894 -0.23541 0.23830 0.062
H 3.86355 -1.02473 -1.30474 0.119
H 3.09687 0.58797 -1.26634 0.030
C 1.24524 -0.95480 -3.28061 -0.002
H 1.66185 0.05615 -3.34716 0.065
H 1.97147 -1.65293 -3.72458 0.108
H 0.33955 -0.98314 -3.89762 0.082
C -1.13361 -2.81738 -2.28546 -0.034
H -1.19971 -2.38001 -3.28820 0.081
H -0.88446 -3.88438 -2.40506 0.106
H -2.13279 -2.77055 -1.82828 0.081
C -0.59914 -3.50260 0.74424 -0.028
H -1.53035 -3.82776 0.27340 0.086
H 0.09261 -4.35381 0.79112 0.105
H -0.80864 -3.16627 1.76453 0.083
C 2.05656 -2.23292 1.57115 -0.059
H 1.41422 -2.26217 2.45511 0.069
H 2.42187 -3.24808 1.37116 0.100
H 2.91185 -1.58282 1.76366 0.073
C 3.14714 2.51285 -1.87726 0.026
C 1.67169 2.38682 -2.08327 -0.074
C 4.03765 3.21841 -2.59869 -0.107
C 1.35703 2.79560 -3.40721 -0.123
H 0.75718 2.06757 -1.58816 0.086
C 3.56736 3.70257 -3.86350 -0.070
H 5.06309 3.40311 -2.27322 0.109
C 2.26782 3.42183 -4.27511 -0.095
H 0.33173 2.63001 -3.75734 0.105
H 4.24432 4.26601 -4.50555 0.108
H 1.93569 3.69166 -5.28134 0.109
C 2.75230 1.31864 2.71928 -0.129
C 1.56001 0.67083 3.41885 -0.381
P -0.06534 0.88048 2.55622 0.787
C -1.38221 0.56764 3.81444 -0.373
C -1.03873 0.85573 5.27364 -0.135
C -0.16294 2.67028 2.14139 -0.373
C 0.11949 3.63646 3.29221 -0.125
H 2.87923 0.95153 1.69235 0.042
H 3.66852 1.07448 3.27517 0.091
H 2.66974 2.41199 2.67842 0.068
H 1.71918 -0.41481 3.50345 0.063
H 1.45583 1.04914 4.44632 0.073
H -2.26641 1.14543 3.50115 0.091
H -1.64647 -0.49545 3.70459 0.070
H -0.89834 1.92567 5.46814 0.068
H -1.87191 0.51316 5.90009 0.084
H -0.14263 0.31596 5.59774 0.069
H 0.54174 2.82625 1.31021 0.078
H -1.16614 2.84330 1.72933 0.058
H 1.05985 3.42148 3.81488 0.067
H 0.20114 4.65076 2.88142 0.084
H -0.69247 3.64807 4.02999 0.070
```

(2)
Density functional theory data (ωB97M-V with the def2-TZVPD basis set) for 2 unconnected molecules or ions with the total composition C16H25N2O.

The frontier orbital gap is 0.2562 hartree. The value obtained for the relative energy (zero: lowest compared OMol25 entry of this formula, charge and spin) is 166.8 kJ/mol. As for the charge: +1.

Geometry as XYZ:
```
44
Properties=species:S:1:pos:R:3:lowdin_charge:R:1
C -2.95791 2.50122 3.03469 -0.167
C -2.26434 3.14819 1.84639 -0.094
N -0.96113 2.51811 1.59301 -0.059
C -0.58839 2.21594 0.34785 -0.006
C 0.65860 1.65849 0.03837 -0.055
C 0.96010 1.13323 -1.20892 -0.018
C 2.17269 0.39530 -1.46192 -0.241
C 2.19334 -0.67488 -2.39052 -0.014
C 3.35314 -1.41692 -2.58744 -0.054
C 4.53089 -1.08775 -1.89819 -0.042
C 4.53257 -0.01581 -0.99432 -0.054
C 3.36790 0.71192 -0.76329 -0.023
C -0.08702 2.21649 2.71717 -0.114
C -0.75742 2.70625 3.98811 -0.163
O -2.08625 2.18210 4.11487 -0.116
H -3.72706 3.18285 3.43395 0.137
H -3.44771 1.56456 2.72213 0.134
H -2.86899 3.02441 0.94446 0.135
H -2.11982 4.21963 2.06171 0.142
H -1.33863 2.37227 -0.43494 0.148
H 1.41608 1.59863 0.82992 0.105
H 0.17401 1.12955 -1.96954 0.134
H 1.26523 -0.92659 -2.90970 0.123
H 3.34225 -2.26069 -3.27868 0.116
H 5.44348 -1.65909 -2.06998 0.117
H 5.44511 0.25068 -0.45772 0.116
H 3.36145 1.53303 -0.04033 0.116
H 0.10277 1.13046 2.79385 0.153
H 0.88373 2.71755 2.59842 0.140
H -0.24301 2.31375 4.87676 0.144
H -0.75511 3.81272 3.99005 0.136
C 0.23859 4.36961 -4.38764 -0.063
C 0.63319 4.10342 -2.94183 -0.549
C 0.99828 5.40156 -2.23725 -0.065
N 1.67478 3.14056 -2.84653 0.045
H -0.63820 5.02543 -4.41322 0.084
H 1.05517 4.86882 -4.92234 0.089
H -0.00993 3.44607 -4.91873 0.077
H -0.24668 3.67627 -2.42075 0.108
H 0.14143 6.08393 -2.25553 0.084
H 1.27402 5.23399 -1.19101 0.070
H 1.83685 5.89219 -2.74594 0.089
H 2.21112 3.08809 -1.99334 0.072
H 1.61887 2.29863 -3.40233 0.086
```

(3)
Density functional theory data (ωB97M-V with the def2-TZVPD basis set) for a molecular structure, H2NaO.

The frontier orbital gap is 0.4277 hartree. The value obtained for the relative energy (zero: lowest compared OMol25 entry of this formula, charge and spin) is 17.5 kJ/mol. As for the charge: +1.

Geometry as XYZ:
```
4
Properties=species:S:1:pos:R:3:lowdin_charge:R:1
O -0.03715 -0.39414 0.00416 -0.078
H 0.49064 -0.54815 0.82023 0.078
H 0.06148 -1.22400 -0.51532 0.086
Na -0.51497 2.16629 -0.30907 0.914
```

(4)
Density functional theory data (ωB97M-V with the def2-TZVPD basis set) for C5H11NOS in the gas phase.

Its structure (SMILES) is CN[C@H](C=O)CCS. The frontier orbital gap is 0.3653 hartree. The value obtained for the relative energy (zero: lowest compared OMol25 entry of this formula, charge and spin) is 163.2 kJ/mol.

Geometry as XYZ:
```
19
Properties=species:S:1:pos:R:3:lowdin_charge:R:1
C -0.26066 -0.70788 -2.84798 -0.110
N -0.88211 0.12841 -1.81762 -0.079
C -0.52174 -0.23353 -0.45464 -0.378
C -1.48367 -1.20984 0.16182 -0.238
O -1.17688 -2.16328 0.83280 0.069
C -0.48565 0.97903 0.48504 -0.243
C 0.46869 0.77756 1.66321 -0.562
S 2.14898 1.04813 1.06936 0.722
H 0.66110 -0.22961 -3.17858 0.076
H -0.05045 -1.71841 -2.49259 0.081
H -0.91392 -0.71866 -3.71975 0.078
H -1.88796 0.10785 -1.93659 0.098
H 0.46275 -0.70343 -0.43861 0.130
H -2.56050 -0.95230 0.00944 0.136
H -1.50704 1.18518 0.85048 0.121
H -0.20065 1.84659 -0.10321 0.103
H 0.33772 -0.22719 2.07541 0.077
H 0.21241 1.47463 2.45682 0.068
H 2.82433 0.39970 2.02733 -0.148
```

(5)
Density functional theory data (ωB97M-V with the def2-TZVPD basis set) for 2 unconnected molecules or ions with the total composition C2H4INS.

The frontier orbital gap (alpha / beta) is 0.2895 / 0.2896 hartree. The value obtained for the relative energy (zero: lowest compared OMol25 entry of this formula, charge and spin) is 298.4 kJ/mol.

Geometry as XYZ:
```
9
Properties=species:S:1:pos:R:3:lowdin_charge:R:1
C -1.58414 0.07982 -0.29652 -1.331
C 1.09491 -0.10405 0.58547 -0.274
N 0.41905 0.72105 -0.40732 -0.114
S -2.00664 -0.48689 1.05964 0.714
I -2.13375 0.32656 -2.24689 0.881
H 0.75444 0.33875 1.53287 0.055
H 0.98363 -1.21282 0.54689 0.070
H 2.19055 0.04403 0.55301 0.073
H 0.28195 0.29355 -1.32715 -0.074
```

Q: Number 4 is which compound?
A: C5H11NOS

Copy entry 5 word for word.
Density functional theory data (ωB97M-V with the def2-TZVPD basis set) for 2 unconnected molecules or ions with the total composition C2H4INS.

The frontier orbital gap (alpha / beta) is 0.2895 / 0.2896 hartree. The value obtained for the relative energy (zero: lowest compared OMol25 entry of this formula, charge and spin) is 298.4 kJ/mol.

Geometry as XYZ:
```
9
Properties=species:S:1:pos:R:3:lowdin_charge:R:1
C -1.58414 0.07982 -0.29652 -1.331
C 1.09491 -0.10405 0.58547 -0.274
N 0.41905 0.72105 -0.40732 -0.114
S -2.00664 -0.48689 1.05964 0.714
I -2.13375 0.32656 -2.24689 0.881
H 0.75444 0.33875 1.53287 0.055
H 0.98363 -1.21282 0.54689 0.070
H 2.19055 0.04403 0.55301 0.073
H 0.28195 0.29355 -1.32715 -0.074
```

Please write out number 5 again, unchanged.
Density functional theory data (ωB97M-V with the def2-TZVPD basis set) for 2 unconnected molecules or ions with the total composition C2H4INS.

The frontier orbital gap (alpha / beta) is 0.2895 / 0.2896 hartree. The value obtained for the relative energy (zero: lowest compared OMol25 entry of this formula, charge and spin) is 298.4 kJ/mol.

Geometry as XYZ:
```
9
Properties=species:S:1:pos:R:3:lowdin_charge:R:1
C -1.58414 0.07982 -0.29652 -1.331
C 1.09491 -0.10405 0.58547 -0.274
N 0.41905 0.72105 -0.40732 -0.114
S -2.00664 -0.48689 1.05964 0.714
I -2.13375 0.32656 -2.24689 0.881
H 0.75444 0.33875 1.53287 0.055
H 0.98363 -1.21282 0.54689 0.070
H 2.19055 0.04403 0.55301 0.073
H 0.28195 0.29355 -1.32715 -0.074
```